Entry 1:
Below is one molecule with the formula C21H20N2O4S, with properties calculated with the ωB97M-V functional and the def2-TZVPD basis.

Calculated values
* multiplicity: 1
* M: 396.5 g mol⁻¹
* energy above the lowest of the compared OMol25 structures with the same formula, charge and spin: 86.0 kcal per mole
* Kohn-Sham gap: 8.2765 eV
* charge: 0
* HOMO energy: -8.35 eV

Geometry as XYZ:
```
48
Properties=species:S:1:pos:R:3:forces:R:3:mulliken_charge:R:1
S -2.5454 4.7983 -1.4343 -0.4 -0.1 0.1 -0.181
O 5.0416 -3.5316 1.6366 -0.7 -0.1 -0.4 -0.300
O -2.1358 1.6300 -2.8776 0.2 0.7 0.5 -0.639
O -2.8133 4.6509 1.5874 -3.0 -0.4 0.0 -0.748
O 3.7337 -5.1492 0.7101 0.7 1.3 0.4 -0.606
N -1.6595 4.7101 1.1599 1.0 0.5 0.0 0.782
N -0.2179 -0.0894 0.4698 -0.3 1.0 -1.2 0.715
C -1.3358 4.7579 -0.1567 1.6 -0.2 -1.2 0.186
C 1.0225 4.9132 0.4662 -0.4 -0.2 0.0 -0.344
C -1.6009 1.2826 -0.6533 1.1 0.4 2.1 0.763
C 0.7463 -1.0653 0.6999 1.2 -1.5 0.0 -0.867
C -0.7103 4.7698 2.1107 1.9 0.0 1.7 -0.147
C 0.6121 -2.3310 0.1120 1.3 -0.8 0.7 0.034
C 0.6365 4.8374 1.8181 0.0 -0.2 -0.8 -0.671
C 1.8767 -0.8184 1.4775 -0.5 -0.3 0.1 -0.127
C -0.9832 0.5379 1.4311 -1.1 0.9 0.3 0.349
C 3.8874 -4.0013 1.1082 -0.3 -2.0 -0.1 0.511
C 6.1596 -4.4124 1.5256 0.4 -0.8 0.4 -0.661
C -0.5229 0.4122 -0.8034 -0.6 0.1 0.4 -0.015
C -2.2473 2.0217 -1.7156 -0.8 -0.9 -1.6 0.362
C -3.2678 3.1199 -1.4238 0.0 -0.6 0.6 -0.775
C 1.5964 -3.3357 0.3013 0.3 1.0 0.0 -0.833
C 2.7673 -3.0435 1.0611 -1.1 0.8 -0.6 0.445
C 0.2734 0.0969 -2.0408 -0.1 0.6 0.3 -1.547
C 2.8585 -1.7883 1.6509 -0.2 0.6 0.1 -0.865
C -1.0158 0.2319 2.9071 1.2 0.3 0.1 -1.565
C 0.0363 4.8650 -0.5218 -0.3 0.2 1.3 -0.580
C -1.8221 1.4141 0.7921 0.0 -0.2 -0.6 -0.388
H 6.1610 -4.9362 0.5692 -0.1 0.2 0.0 0.317
H -2.5388 2.0640 1.3101 0.3 -0.4 -0.4 0.386
H 0.3171 4.9721 -1.5608 -0.3 -0.2 0.0 0.425
H -3.7610 2.9032 -0.4699 0.2 0.4 0.0 0.410
H 1.3387 0.0241 -1.8188 0.0 -0.4 0.2 0.361
H -0.0313 0.3671 3.4210 -0.6 -0.1 -0.5 0.300
H -0.0986 -0.8317 -2.4636 0.2 -0.1 -0.4 0.305
H -1.0781 4.7662 3.1631 0.1 -0.1 -1.3 0.367
H -1.3132 -0.7859 3.0992 -0.2 -0.5 0.0 0.310
H 2.0728 4.9683 0.1968 -0.2 0.0 0.0 0.381
H 0.1947 0.9178 -2.7788 -0.4 -0.6 0.4 0.398
H 1.3988 4.7829 2.6028 -0.5 0.2 -0.2 0.398
H 1.9517 0.1265 1.9911 0.2 0.2 -0.1 0.598
H -0.2537 -2.5566 -0.4685 -0.5 -0.1 -0.3 0.578
H 6.1805 -5.1926 2.3174 -0.3 0.6 -0.4 0.277
H 7.0537 -3.8037 1.6284 -0.1 0.1 0.0 0.242
H 3.6989 -1.4878 2.2584 0.2 -0.3 0.0 0.391
H -1.7238 0.8847 3.4213 0.0 0.0 -0.3 0.394
H 1.5110 -4.2978 -0.2156 0.0 0.4 0.4 0.409
H -4.0500 3.0321 -2.2009 0.6 0.5 0.2 0.463
```
Forces are in eV/Å.



Entry 2:
Below is one molecule with the formula C10H25OP, with properties calculated with the ωB97M-V functional and the def2-TZVPD basis.

Calculated values
* multiplicity: 1
* M: 192.3 g mol⁻¹
* Kohn-Sham gap: 10.2548 eV
* charge: 0
* HOMO energy: -9.26 eV

Geometry as XYZ:
```
37
Properties=species:S:1:pos:R:3:forces:R:3:mulliken_charge:R:1
P 1.8320 -1.4148 0.0000 0.0 -0.1 -0.1 0.502
O 0.2620 -2.1131 -0.1220 0.0 -0.2 0.0 -0.353
C 3.5909 -0.7798 0.1242 0.1 -0.1 0.0 -0.965
C 3.8693 0.6405 -0.3647 0.0 0.0 -0.1 -0.658
C 2.9638 1.7295 0.2254 0.0 0.0 0.1 -0.593
C 1.5858 1.8752 -0.4480 0.0 0.1 0.0 -0.651
C -1.5085 -0.6897 1.5995 0.0 0.0 0.0 -1.563
C -0.7575 -1.3453 -0.7179 0.0 0.1 -0.1 -0.620
C -2.4596 1.2806 -0.5174 0.0 0.0 0.0 -1.456
C -1.9531 -1.1313 0.2081 0.0 0.0 -0.1 0.591
C -2.9607 -0.1684 -0.4571 0.0 0.0 0.0 0.534
C -4.3474 -0.2816 0.2064 0.0 0.0 0.0 -1.444
H -3.0563 -0.5071 -1.4957 -0.1 0.0 0.0 0.453
H -4.3020 -0.8221 1.1545 0.0 0.0 0.0 0.359
H 3.4938 2.6824 0.1657 0.0 0.0 0.0 0.327
H -0.8219 0.1614 1.5566 -0.1 0.0 0.0 0.239
H 3.8021 0.6725 -1.4597 0.0 0.0 0.1 0.328
H -0.3662 -0.3615 -1.0298 0.0 -0.1 0.0 0.073
H 4.1994 -1.4896 -0.4522 0.0 0.1 0.1 0.424
H 1.3503 -0.4503 0.9026 0.0 0.0 0.0 -0.093
H -0.9877 -1.5022 2.1059 0.0 0.0 0.0 0.383
H -4.7801 0.6988 0.4164 0.0 0.0 0.0 0.352
H -2.3641 -0.3937 2.2114 0.0 0.0 0.0 0.382
H 4.9080 0.8874 -0.1217 0.0 0.0 -0.1 0.342
H -2.0191 1.6042 0.4293 -0.1 0.0 0.0 0.254
H 3.9081 -0.8794 1.1718 -0.1 0.0 0.0 0.417
H -5.0497 -0.8179 -0.4345 0.0 0.0 0.0 0.318
H 1.5180 1.2761 -1.3607 0.0 0.1 0.0 0.266
H 0.7657 1.5652 0.2040 0.1 0.0 -0.1 -0.104
H 2.8319 1.5306 1.2954 0.0 0.1 0.0 0.383
H 2.2174 -2.6775 0.4790 0.0 0.0 0.1 -0.042
H 1.3931 2.9116 -0.7306 0.0 0.0 0.0 0.446
H -1.7079 1.4198 -1.2976 0.0 0.0 0.1 0.296
H -3.2843 1.9609 -0.7413 0.0 0.0 0.0 0.471
H -2.4630 -2.0973 0.3084 0.0 0.0 0.0 0.267
H 1.7947 -1.1208 -1.3835 0.0 0.1 0.0 -0.024
H -1.0974 -1.8535 -1.6302 0.0 0.1 0.0 0.161
```
Forces are in eV/Å.



Entry 3:
Below is C34H51FeN4OP2 as an isolated structure, with properties calculated with the ωB97M-V functional and the def2-TZVPD basis.

Calculated values
* multiplicity: 5
* M: 649.6 g mol⁻¹
* <S²>: 6.072
* Kohn-Sham gap (spin up / spin down): 7.1990 / 7.3568 eV
* charge: +1
* HOMO energy (spin up / spin down): -9.19 / -10.20 eV

Geometry as XYZ:
```
93
Properties=species:S:1:pos:R:3:forces:R:3:mulliken_charge:R:1
Fe 0.3965 0.5728 0.6380 0.5 -0.3 -1.3 -0.135
P -0.8291 -1.4433 1.5221 -0.3 -0.9 -0.7 -0.298
P 0.4112 2.4863 -0.8188 0.2 1.0 -1.3 0.333
O -1.4649 2.0797 2.4673 2.1 -2.1 -2.5 -0.413
N -1.6332 0.5344 -0.7415 0.4 -0.5 -1.0 1.571
N 2.5196 0.9046 4.1669 0.0 0.0 -0.1 -0.028
N 0.9957 -0.7901 -0.5474 -0.6 -1.6 -0.9 0.094
N 1.6745 0.8642 2.1345 1.6 0.2 1.9 1.199
C 1.2556 2.1368 -2.4994 -0.1 0.4 0.1 1.792
C -0.0861 -3.3818 3.4446 0.1 -0.2 0.0 -1.714
C 2.4430 4.1772 0.1767 0.1 0.2 0.1 -1.805
C 0.5244 -2.6493 -2.0858 0.2 -0.2 -0.3 0.412
C -3.0850 -2.9677 2.2242 -0.6 0.0 0.1 -1.613
C -1.3428 2.8344 -1.3688 -0.2 0.1 0.4 -1.548
C 1.3963 0.7238 3.4408 0.9 0.4 -0.8 -0.649
C 3.5718 1.1669 3.2999 -0.2 0.0 0.1 -0.984
C -2.2693 -1.1582 3.8717 -0.3 0.0 0.1 -1.381
C 1.8809 -2.8541 -2.3947 -0.1 -0.5 -0.3 -0.176
C 0.0060 -4.1881 1.0655 0.2 -0.1 0.1 -1.498
C -1.2133 -1.7832 -0.3171 0.2 -0.2 0.4 -1.588
C -2.1129 1.5451 -1.4648 -0.7 -0.1 0.2 -0.290
C -3.4929 -0.5421 1.7851 0.0 0.1 0.0 -1.883
C -2.4965 -1.5479 2.3913 0.4 -0.3 -0.2 2.355
C 3.0494 1.1319 2.0455 -0.9 -0.3 0.7 -0.784
C -0.8428 1.4602 1.6848 -4.0 3.5 4.3 0.156
C 1.7016 -2.5769 1.9289 0.2 -0.1 -0.1 -1.809
C -2.0621 -0.7142 -0.9521 -0.4 0.0 0.2 -1.009
C 2.2515 -3.8325 -3.3291 -0.2 0.3 0.2 -0.849
C -3.2474 1.3846 -2.2721 0.3 0.0 0.0 -0.913
C -0.0808 -4.3202 -3.7470 -0.1 0.2 0.2 -0.809
C 0.1866 4.4437 1.1733 0.0 0.0 0.0 -1.829
C -3.1596 -0.9788 -1.7742 0.2 0.2 -0.2 -0.461
C 0.7017 0.8564 -3.1615 -0.2 -0.2 0.0 -1.884
C -3.7541 0.0963 -2.4487 0.1 -0.2 0.4 -1.155
C 1.2707 -4.5636 -4.0068 -0.1 0.1 0.2 -0.549
C 2.7477 1.9073 -2.2275 0.2 0.1 -0.2 -1.485
C 0.5995 5.3437 -1.1079 0.1 0.4 0.3 -1.614
C -0.4611 -3.3741 -2.7883 0.6 0.0 0.2 -0.194
C 0.2208 -2.9767 1.9955 -0.3 0.1 -0.2 2.640
C 1.0396 3.3063 -3.4795 0.4 0.0 -0.2 -1.418
C 0.9404 4.1869 -0.1415 -0.1 -0.1 -0.6 2.399
C 0.2080 -1.6927 -0.9841 0.1 0.8 0.6 0.270
H -1.0364 -4.5196 1.0036 0.3 0.0 0.0 0.202
H -1.4532 -0.4286 3.9920 -0.3 -0.2 0.0 0.050
H 0.4058 3.6962 1.9409 0.0 0.1 -0.1 0.143
H -1.5170 -3.2012 -2.5798 0.3 -0.1 -0.1 0.320
H 0.6203 -4.1789 3.7230 -0.2 0.2 0.0 0.550
H -1.6779 -2.7665 -0.4232 0.0 0.1 -0.1 1.415
H 2.5578 0.8847 5.1828 0.1 0.0 -0.5 0.271
H -3.5163 -2.0074 -1.8808 0.1 0.4 -0.1 0.613
H 1.2623 -0.0290 -2.8417 -0.2 0.2 0.0 0.318
H 3.3084 -4.0243 -3.5208 -0.3 0.1 0.0 0.406
H 0.5821 -5.0274 1.4868 -0.1 0.2 -0.2 0.586
H -3.0846 0.4710 1.7497 -0.2 -0.2 -0.1 0.042
H 0.3825 -4.0059 0.0511 -0.1 -0.1 0.3 0.280
H 1.5499 -5.3257 -4.7347 0.0 0.2 0.2 0.387
H -0.8584 -4.8712 -4.2790 0.3 0.1 0.1 0.430
H 0.4672 6.2599 -0.5139 0.0 -0.2 -0.2 0.514
H -1.0996 -3.7849 3.5640 0.3 0.2 0.0 0.253
H 2.6341 -2.2596 -1.8696 -0.3 -0.3 -0.1 0.335
H 3.0663 4.2777 -0.7200 -0.2 0.0 0.3 0.313
H 0.7946 0.9470 -4.2552 0.1 0.0 0.3 0.573
H 0.5228 5.4167 1.5632 -0.1 -0.2 -0.1 0.695
H 0.0677 -2.5447 4.1395 -0.1 -0.2 -0.1 0.250
H 2.8938 1.0901 -1.5053 -0.1 0.2 -0.2 0.079
H -1.3792 3.3540 -2.3359 0.0 -0.2 0.4 0.735
H -0.8984 4.5083 1.0293 0.2 -0.1 0.1 0.318
H 1.9363 -1.7969 2.6623 0.0 -0.1 -0.1 0.307
H 3.2560 2.8072 -1.8656 -0.1 -0.3 -0.2 0.205
H 3.5450 1.2851 1.0995 -0.1 -0.1 0.1 0.593
H 4.5755 1.3731 3.6343 -0.1 -0.1 0.1 0.437
H -3.8247 -0.8387 0.7832 0.1 0.1 0.3 0.415
H -3.6909 2.2650 -2.7444 0.2 -0.4 -0.1 0.561
H 2.3074 -3.4640 2.1654 -0.1 0.2 0.0 0.664
H 2.6651 5.0401 0.8218 0.0 -0.2 -0.1 0.544
H -4.3770 -0.5230 2.4404 0.2 0.0 -0.2 0.743
H -2.5018 -3.6206 1.5649 -0.2 0.2 0.3 0.206
H -1.8257 3.5004 -0.6359 0.2 -0.1 -0.1 0.521
H 1.4099 5.5485 -1.8158 -0.3 -0.1 0.2 0.405
H -0.3349 5.1853 -1.6599 0.3 0.1 0.1 0.212
H -4.5871 -0.0927 -3.1244 0.1 0.1 0.2 0.445
H -3.1843 -0.6797 4.2469 0.2 -0.1 0.0 0.501
H 0.4259 0.5364 3.8986 0.4 0.0 -0.3 0.200
H -0.3569 0.6772 -2.9453 0.2 0.0 -0.1 0.285
H -2.0632 -2.0293 4.5036 0.0 0.3 -0.2 0.398
H 2.7392 3.2726 0.7270 -0.1 0.3 -0.2 0.264
H 2.0022 -2.2204 0.9365 -0.1 -0.1 0.3 0.149
H -0.0223 3.5218 -3.6508 0.3 0.0 0.0 0.307
H -3.2017 -3.4581 3.1986 0.0 0.0 -0.3 0.427
H 3.2325 1.6073 -3.1681 -0.1 0.0 0.2 0.515
H -4.0871 -2.8851 1.7793 0.2 -0.2 0.2 0.370
H 1.4618 3.0285 -4.4563 -0.1 0.0 0.2 0.536
H 1.5473 4.2209 -3.1597 -0.2 -0.3 -0.1 0.261
```
Forces are in eV/Å.



Entry 4:
Below is a 6-piece molecular cluster, H12O6 overall, with properties calculated with the ωB97M-V functional and the def2-TZVPD basis.

Calculated values
* multiplicity: 2
* M: 108.1 g mol⁻¹
* <S²>: 0.756
* energy above the lowest of the compared OMol25 structures with the same formula, charge and spin: 42.0 kcal per mole
* Kohn-Sham gap (spin up / spin down): 10.9554 / 3.1408 eV
* charge: +1
* HOMO energy (spin up / spin down): -14.73 / -14.73 eV

Geometry as XYZ:
```
18
Properties=species:S:1:pos:R:3:forces:R:3:mulliken_charge:R:1
O 0.6089 -1.3347 -0.6803 0.0 0.2 -0.4 -0.507
O -3.1380 -0.6037 2.5789 0.9 0.7 -0.2 -0.602
O -0.2575 1.5708 -1.5348 0.2 0.0 0.3 -0.495
O 0.7830 0.2271 1.4746 0.0 0.2 -0.1 -0.373
O 4.4228 0.9373 -1.0718 -0.1 -0.2 0.0 -0.546
O -2.3798 -1.1878 -0.8369 -0.3 0.3 0.6 -0.591
H 1.6131 0.1337 1.9750 0.1 0.1 0.1 0.388
H -2.3422 -0.8008 2.0674 -0.2 -0.5 -0.1 0.278
H -2.8702 -1.8949 -0.3930 0.3 -0.3 -0.2 0.320
H 1.2890 -1.6677 -1.2913 0.2 -0.1 0.3 0.359
H 3.5529 1.2027 -0.7531 0.1 0.3 -0.2 0.314
H -2.8994 -0.4289 -0.5316 0.2 0.2 -0.3 0.327
H 4.7581 1.6577 -1.6249 -0.1 -0.1 0.1 0.359
H 0.6752 -0.6112 0.9885 -0.1 -0.5 -0.4 0.427
H -0.6566 2.4458 -1.3930 0.0 -0.2 -0.1 0.352
H -0.2384 1.1429 -0.6682 -0.1 0.3 0.1 0.329
H -2.8389 0.2271 2.9874 -0.6 -0.2 0.2 0.329
H -0.0819 -1.0155 -1.2931 -0.4 -0.1 0.3 0.331
```
Forces are in eV/Å.



Entry 5:
Below is a 2-piece molecular cluster, C3H9NO overall, with properties calculated with the ωB97M-V functional and the def2-TZVPD basis.

Calculated values
* multiplicity: 1
* M: 75.1 g mol⁻¹
* energy above the lowest of the compared OMol25 structures with the same formula, charge and spin: 25.6 kcal per mole
* Kohn-Sham gap: 8.6996 eV
* charge: 0
* HOMO energy: -7.99 eV

Geometry as XYZ:
```
14
Properties=species:S:1:pos:R:3:forces:R:3:mulliken_charge:R:1
O 2.5428 -0.0569 0.4520 0.2 -0.3 -0.4 -0.657
N -0.3373 0.0546 1.3965 -1.0 0.5 -0.6 -0.478
C -0.8337 -0.0044 0.0955 0.5 -0.2 -0.4 0.746
C -0.4087 1.1030 -0.8302 -0.1 0.4 0.6 -1.053
C -1.5808 -1.0231 -0.3336 0.5 -0.3 0.0 -1.078
H -1.9231 -1.0648 -1.3522 -0.2 0.1 -0.1 0.295
H 2.7145 -1.0056 0.4821 0.0 0.0 0.3 0.324
H 0.6489 0.2382 1.4786 0.0 -0.2 0.3 0.240
H -1.5918 -1.9342 0.2482 -0.5 0.0 0.1 0.290
H 0.6087 1.4119 -0.5797 0.0 0.0 -0.1 0.290
H -0.4581 0.7873 -1.8631 0.0 0.0 -0.2 0.278
H -0.8352 -0.5864 1.9894 0.7 -0.1 0.4 0.209
H 2.4806 0.0866 -0.5005 0.0 0.3 0.1 0.325
H -1.0269 1.9938 -0.6830 0.0 -0.1 -0.1 0.269
```
Forces are in eV/Å.



Entry 6:
Below is one molecule with the formula C6H9N3O, with properties calculated with the ωB97M-V functional and the def2-TZVPD basis.

Calculated values
* multiplicity: 1
* M: 139.2 g mol⁻¹
* energy above the lowest of the compared OMol25 structures with the same formula, charge and spin: 22.3 kcal per mole
* Kohn-Sham gap: 9.5725 eV
* charge: 0
* HOMO energy: -9.47 eV

Geometry as XYZ:
```
19
Properties=species:S:1:pos:R:3:forces:R:3:mulliken_charge:R:1
O 3.8145 -0.3269 -0.2927 2.8 -0.7 -0.2 -0.567
N 0.6218 1.0657 -0.2357 -1.5 0.7 1.2 -0.487
N -0.6014 -1.8577 1.4309 -1.0 0.4 -0.5 -0.762
N 1.6622 -0.7744 0.3519 2.6 0.2 -0.5 -0.123
C -2.1409 0.1031 -1.0709 -0.8 -0.3 0.8 -1.006
C 2.0095 1.3341 -0.4335 -0.1 -0.2 -0.8 -0.341
C -1.9072 0.1095 0.4940 1.3 1.2 -1.4 -0.608
C -0.6725 -0.7226 0.7956 -3.2 -1.7 1.3 0.634
C 2.7005 0.0082 -0.1580 -2.1 0.5 -0.2 0.384
C 0.5213 -0.1060 0.2543 -0.1 0.4 0.4 0.206
H 1.8105 -1.6776 0.6964 -0.1 -1.4 0.6 0.156
H 2.0165 1.7780 -1.4270 1.1 -0.2 -0.2 0.289
H -1.6434 1.1603 0.7073 0.2 -0.4 0.0 0.233
H -2.7753 -0.7339 -1.4423 0.1 0.8 0.4 0.304
H -2.7020 -0.0479 1.1625 -1.3 -0.9 0.5 0.523
H -1.5233 -2.3533 1.7898 2.1 2.1 -1.1 0.285
H -2.4748 1.1076 -1.4287 0.1 -1.0 0.2 0.279
H -1.1647 -0.1131 -1.4558 0.3 0.3 -0.7 0.364
H 2.4486 2.0470 0.2620 -0.3 0.3 0.2 0.239
```
Forces are in eV/Å.